(1)
Molecular formula: C26H39N3O2Pd
Method: DFT, wB97M-V/def2-TZVPD

Values from the calculation:
HOMO   0.202 eV
DFT total energy   -1456.74474 hartree
Charge   -2
Gap between HOMO and LUMO   4.69 eV
Largest force on an atom   0.89 eV/Å
Energy relative to the best compared isomer or geometry (same formula, charge and spin)   0.0 kJ/mol

The geometry in XYZ format:
```
71
Properties=species:S:1:pos:R:3:forces:R:3
Pd -0.3355 -0.3258 1.6632 -0.19 -0.24 0.12
C -1.4929 -0.3721 3.7091 0.11 0.00 -0.16
C -1.9334 0.9405 3.3789 -0.17 0.02 -0.01
C -2.9417 0.8282 2.3928 -0.02 0.02 0.06
C -3.1282 -0.5355 2.0947 -0.05 -0.04 0.08
C -2.2263 -1.2889 2.8902 -0.16 0.01 0.06
C -2.2452 -2.7796 3.0744 0.04 0.00 -0.03
C -4.0502 -1.0871 1.0471 0.01 0.01 -0.02
C -3.6167 1.9800 1.7088 0.01 0.00 -0.01
C -1.5248 2.2168 4.0533 0.05 0.00 -0.02
C -0.6612 -0.7552 4.9004 -0.01 0.01 0.01
H -1.2766 -3.1490 3.4191 0.00 0.00 0.00
H -2.4675 -3.3008 2.1390 0.00 0.00 0.00
H -2.9980 -3.1034 3.8115 0.00 -0.01 -0.01
H -3.9905 -0.5168 0.1134 0.01 0.00 0.00
H -5.1054 -1.0869 1.3568 0.00 0.00 -0.01
H -3.7899 -2.1190 0.7979 0.00 0.00 0.00
H -4.4603 2.3910 2.2831 0.00 0.00 -0.01
H -4.0098 1.6839 0.7321 0.00 0.00 0.00
H -2.9211 2.8077 1.5329 0.00 0.00 0.00
H -1.4013 3.0336 3.3346 -0.01 0.00 0.00
H -0.5697 2.1062 4.5717 0.00 0.00 -0.01
H -2.2622 2.5581 4.7965 0.01 0.00 0.00
H -0.0357 -1.6257 4.6938 -0.01 -0.01 0.01
H -1.2811 -0.9968 5.7794 0.01 0.01 0.00
H 0.0137 0.0526 5.1902 0.01 0.00 0.00
C 4.1006 -0.2311 -1.6838 -0.01 0.02 -0.02
N 4.1555 0.3193 -0.3447 -0.01 -0.06 -0.01
C 5.3491 0.1452 0.4445 0.02 0.03 0.05
C 4.7956 0.2154 1.8789 0.05 0.01 -0.13
O 5.5216 0.2476 2.8595 0.00 0.00 0.02
N 3.4372 0.2290 1.8314 -0.07 0.01 0.11
C 3.0930 0.2181 0.5484 0.00 0.01 0.00
N 1.8800 0.1147 0.0518 -0.27 0.11 -0.54
H 4.9595 0.1357 -2.2474 0.00 0.00 0.01
H 3.2085 0.0870 -2.2234 0.03 0.01 0.00
H 4.1260 -1.3290 -1.6816 -0.02 0.00 0.01
H 6.0944 0.9240 0.2715 0.00 0.00 0.00
H 5.8164 -0.8335 0.2779 -0.01 0.00 0.00
H 0.9244 0.2025 0.4912 0.67 0.24 0.54
H 1.7789 0.2332 -0.9456 0.02 -0.12 -0.02
C 0.5006 3.0001 -1.1783 0.00 -0.03 0.01
C 0.0852 2.6164 -2.6017 0.00 -0.01 0.01
C -1.4353 2.7392 -2.7501 0.00 0.02 0.01
C 0.5637 1.2447 -3.0396 -0.03 0.00 0.00
C 1.4317 1.1278 -4.1144 -0.03 0.00 0.00
C 1.8452 -0.1068 -4.6076 0.01 -0.01 -0.04
C 1.3279 -1.2539 -4.0062 -0.02 0.00 0.00
C 0.4580 -1.2033 -2.9308 -0.01 0.00 -0.01
C -0.1009 -2.4878 -2.3510 -0.01 0.00 0.02
C 0.3886 -2.7783 -0.9289 0.00 0.01 -0.01
C -1.6327 -2.5113 -2.3914 0.01 -0.02 0.00
C 0.0639 0.0664 -2.3689 0.09 0.02 0.07
O -0.6414 0.1465 -1.3135 -0.11 0.03 -0.17
H 0.2442 4.0459 -0.9790 -0.01 0.00 0.00
H 1.5775 2.8838 -1.0334 0.01 0.00 0.00
H -0.0134 2.3720 -0.4498 0.02 -0.02 0.00
H 0.5486 3.3395 -3.2867 0.01 -0.01 -0.01
H -1.9185 2.0058 -2.1038 0.00 0.00 -0.01
H -1.7424 2.5552 -3.7830 0.00 0.00 0.00
H -1.7732 3.7396 -2.4601 0.00 0.00 -0.01
H 1.7934 2.0396 -4.5866 0.00 0.00 0.00
H 2.5302 -0.1742 -5.4449 0.00 0.00 0.00
H 1.6124 -2.2315 -4.3914 0.00 0.00 0.00
H 0.2605 -3.2990 -2.9983 0.02 0.01 0.00
H -0.0442 -2.0716 -0.2136 0.01 0.00 -0.01
H 1.4764 -2.6991 -0.8605 0.00 -0.01 0.00
H 0.0988 -3.7902 -0.6264 -0.02 0.01 0.01
H -2.0242 -1.7154 -1.7586 -0.01 0.01 0.00
H -2.0104 -3.4711 -2.0240 0.00 0.00 0.00
H -1.9995 -2.3629 -3.4111 0.00 0.00 0.00
```
Positions in Å, forces in eV/Å.

(2)
Molecular formula: C26H39N4O3PSe2TeZr
Method: DFT, wB97M-V/def2-TZVPD

Values from the calculation:
HOMO   -11.455 eV
DFT total energy   -6917.85644 hartree
Charge   +2
Gap between HOMO and LUMO   6.96 eV
Largest force on an atom   1.01 eV/Å
Energy relative to the best compared isomer or geometry (same formula, charge and spin)   22.0 kJ/mol

The geometry in XYZ format:
```
77
Properties=species:S:1:pos:R:3:forces:R:3
Zr 0.6580 1.1312 0.4774 -0.67 0.68 0.33
C -0.2500 3.3359 5.0965 0.06 -0.03 0.00
N 0.3445 2.1772 4.4259 -0.33 0.14 -0.14
C 0.0513 0.8590 4.9872 0.04 0.02 0.03
C 0.8252 2.2847 3.2080 0.85 -0.09 0.12
O 1.3013 1.2920 2.5771 -0.03 -0.26 -0.18
C 1.1479 3.6524 2.6159 -0.04 -0.10 0.10
O 1.4478 3.4460 1.2392 0.05 0.02 0.00
C 2.7555 3.8078 0.8118 -0.01 -0.04 -0.01
C 3.3594 2.6079 0.1036 -0.12 0.16 0.15
O 2.5447 1.7629 -0.3618 -0.07 -0.22 0.23
N 4.6546 2.4841 -0.0214 -0.02 -0.02 -0.24
C 5.2302 1.3364 -0.7367 0.00 0.04 0.04
C 5.5907 3.4883 0.4957 -0.02 -0.02 -0.03
H -0.4048 3.0836 6.1412 -0.01 0.00 0.00
H -1.2086 3.5908 4.6388 -0.01 0.01 0.01
H 0.4162 4.1947 5.0549 0.00 0.00 0.00
H 0.3325 0.8554 6.0378 0.00 -0.01 0.00
H 0.6150 0.1036 4.4517 0.00 0.00 0.00
H -1.0165 0.6516 4.8984 0.00 0.00 0.00
H 2.0272 4.0100 3.1620 -0.01 0.14 -0.07
H 0.3419 4.3748 2.7018 -0.06 -0.07 0.01
H 3.3651 4.1297 1.6541 0.01 -0.02 0.01
H 2.6857 4.6332 0.0972 0.00 0.01 0.01
H 4.4395 0.6596 -1.0441 0.01 -0.01 0.00
H 5.9257 0.8238 -0.0739 0.00 -0.01 0.00
H 5.7655 1.6982 -1.6132 0.00 -0.01 0.00
H 5.2422 4.4966 0.2834 0.00 0.01 0.01
H 6.5418 3.3511 -0.0100 0.00 0.01 0.00
H 5.7442 3.3593 1.5669 0.01 0.00 0.00
Se 0.8195 -1.4859 0.4160 -0.10 0.01 0.05
P 0.6947 -0.5025 -1.5621 0.41 -0.33 -0.16
Se -1.3130 2.1544 -0.7906 0.01 -0.05 -0.20
C -0.5996 -1.3185 -2.5340 -0.03 0.08 -0.09
C -0.7031 -2.7093 -2.5581 0.01 -0.01 0.02
C -1.6373 -3.3201 -3.3798 -0.02 -0.01 -0.01
C -2.4753 -2.5476 -4.1783 0.01 0.01 0.01
C -2.3802 -1.1636 -4.1515 0.00 -0.03 0.00
C -1.4402 -0.5484 -3.3333 -0.01 0.01 0.02
C 2.2365 -0.8110 -2.4684 0.05 -0.05 0.01
C 2.5521 0.0788 -3.4946 -0.01 0.02 -0.03
C 3.7147 -0.0912 -4.2316 -0.01 0.00 0.01
C 4.5720 -1.1436 -3.9391 0.00 -0.01 0.02
C 4.2658 -2.0263 -2.9115 0.01 0.01 -0.02
C 3.1001 -1.8629 -2.1765 -0.01 0.02 0.02
H -0.0431 -3.3133 -1.9464 0.01 0.00 0.00
H -1.6972 -4.4005 -3.4171 0.00 0.00 0.00
H -3.1903 -3.0280 -4.8337 0.00 0.00 0.00
H -3.0231 -0.5612 -4.7797 0.00 0.00 0.00
H -1.3670 0.5317 -3.3165 0.01 0.00 0.00
H 1.8889 0.9068 -3.7219 0.00 0.00 0.00
H 3.9503 0.5949 -5.0343 0.00 0.00 0.00
H 5.4774 -1.2789 -4.5159 0.00 0.00 0.00
H 4.9323 -2.8485 -2.6867 0.00 0.00 0.00
H 2.8689 -2.5491 -1.3709 0.00 0.00 0.00
C -5.7526 -1.9297 1.0424 0.01 -0.02 -0.03
C -4.6356 -1.1830 1.8116 -0.02 -0.01 0.00
N -3.3456 -1.4347 1.1882 0.02 -0.02 0.04
C -2.9696 -2.8319 1.3492 -0.01 -0.01 -0.04
C -4.1033 -3.7541 0.8397 -0.03 0.02 -0.03
N -5.0672 -2.8746 0.0910 0.02 0.02 0.00
C -4.3291 -2.0948 -0.9668 -0.06 0.03 -0.03
C -3.4079 -1.0962 -0.2285 0.04 -0.05 0.04
H -6.3691 -1.2685 0.4356 0.00 0.01 0.01
H -6.3994 -2.5234 1.6856 0.00 0.00 0.01
H -4.5975 -1.5146 2.8490 0.00 -0.01 0.00
H -4.8302 -0.1112 1.8093 0.00 0.00 0.00
H -2.7665 -3.0394 2.3990 -0.01 0.00 0.00
H -2.0501 -3.0048 0.7899 0.01 0.00 0.00
H -4.6654 -4.2290 1.6423 0.01 0.00 0.01
H -3.7583 -4.5210 0.1485 0.01 0.00 0.01
H -5.7694 -3.4588 -0.3573 0.00 0.00 0.00
H -5.0757 -1.6117 -1.5950 0.01 0.01 0.00
H -3.7748 -2.8145 -1.5677 0.01 0.00 0.01
H -3.7673 -0.0726 -0.3320 0.00 0.00 0.02
H -2.4073 -1.1361 -0.6527 0.01 0.00 0.00
Te -1.8360 2.0666 1.6700 0.00 -0.02 -0.04
```
Positions in Å, forces in eV/Å.

(3)
Molecular formula: C26H39N6O3OsS2Se
Method: DFT, wB97M-V/def2-TZVPD

Values from the calculation:
HOMO (spin up / spin down)   -15.439 / -15.781 eV
DFT total energy   -4855.97934 hartree
Charge   +3
Gap between HOMO and LUMO (spin up / spin down)   8.41 / 5.83 eV
Largest force on an atom   0.31 eV/Å
2S+1   5

The geometry in XYZ format:
```
78
Properties=species:S:1:pos:R:3:forces:R:3
Os -0.3674 0.6211 -0.0788 -0.05 -0.07 -0.10
N -0.9612 0.4744 1.9326 0.15 -0.23 0.05
C -1.3172 -0.9328 2.2804 0.06 0.04 0.02
C -2.1300 -1.4760 1.1307 0.01 -0.04 -0.06
N -1.3248 -1.2821 -0.1161 0.07 -0.09 0.01
H -0.2527 0.8342 2.5702 -0.02 0.00 0.01
H -1.7735 1.0850 2.0762 -0.01 0.00 -0.01
H -1.8639 -0.9770 3.2216 -0.03 0.03 -0.02
H -0.3862 -1.4932 2.3913 -0.02 -0.02 0.03
H -3.0549 -0.9086 1.0166 -0.01 -0.01 0.02
H -2.3821 -2.5255 1.2754 0.02 0.00 -0.01
H -1.9213 -1.3646 -0.9369 -0.01 0.00 0.01
H -0.6370 -2.0392 -0.2046 0.01 -0.01 0.02
C 1.4050 -6.1383 2.2666 0.03 0.02 0.00
N 1.8773 -6.0684 0.8958 -0.03 -0.02 0.02
C 2.4458 -7.2543 0.2336 0.01 0.00 -0.01
C 2.7800 -6.7480 -1.1834 -0.03 -0.01 0.00
N 2.3749 -5.3387 -1.1020 0.06 0.00 -0.02
C 1.8476 -5.0325 0.0809 0.03 0.12 0.00
S 1.2166 -3.4716 0.4806 -0.09 -0.15 0.02
H 2.1541 -6.6452 2.8727 0.00 0.00 0.01
H 0.4706 -6.6976 2.3163 0.00 0.00 0.00
H 1.2539 -5.1327 2.6479 -0.01 -0.01 0.00
H 1.7170 -8.0639 0.2354 0.00 0.00 -0.01
H 3.3288 -7.5828 0.7808 0.00 0.00 0.00
H 2.2078 -7.2628 -1.9527 0.01 -0.01 0.00
H 3.8392 -6.8332 -1.4148 0.00 0.00 0.00
H 2.3411 -4.7097 -1.8835 -0.03 -0.01 -0.01
O -2.2473 1.3600 -0.7223 -0.11 0.15 -0.25
S -3.7828 1.4460 -0.9269 0.06 -0.09 0.15
C -4.0184 2.1497 -2.5831 0.01 0.05 -0.03
C -3.2973 3.4363 -2.8334 -0.03 -0.01 0.01
C -3.9893 4.6425 -2.7771 0.01 0.04 0.05
C -3.3304 5.8396 -3.0194 0.00 -0.01 0.01
C -1.9770 5.8351 -3.3230 -0.01 -0.02 0.00
C -1.2855 4.6317 -3.3923 0.01 0.01 0.01
C -1.9408 3.4352 -3.1488 0.01 -0.02 -0.03
C -4.2446 2.8277 0.1329 -0.05 0.02 0.03
C -3.6722 2.6217 1.5084 -0.01 -0.01 0.00
C -4.2136 1.6623 2.3650 -0.02 0.02 -0.02
C -3.7085 1.5034 3.6487 0.03 0.06 0.04
C -2.6601 2.3079 4.0881 -0.03 0.02 -0.01
C -2.1115 3.2583 3.2344 -0.01 0.01 0.00
C -2.6085 3.4070 1.9429 -0.01 0.06 0.04
H -5.1050 2.2524 -2.6540 -0.01 -0.02 -0.04
H -3.7123 1.3453 -3.2537 -0.01 -0.01 0.00
H -5.0520 4.6493 -2.5627 -0.01 0.00 -0.01
H -3.8777 6.7715 -2.9866 0.00 0.00 -0.01
H -1.4674 6.7657 -3.5314 0.01 0.00 0.01
H -0.2384 4.6331 -3.6671 0.00 0.00 -0.02
H -1.4145 2.4923 -3.2457 0.01 0.00 0.00
H -5.3375 2.8326 0.1499 0.00 0.02 -0.06
H -3.8778 3.7334 -0.3504 0.02 0.03 0.08
H -5.0634 1.0689 2.0463 -0.02 -0.01 -0.01
H -4.1616 0.7880 4.3213 -0.01 -0.03 0.02
H -2.2954 2.2152 5.1026 0.00 0.00 0.01
H -1.3152 3.9047 3.5809 -0.01 0.00 0.00
H -2.1963 4.1667 1.2891 0.01 -0.02 -0.01
O 0.5721 1.0282 -1.9187 0.01 0.00 -0.10
C 1.0118 2.1184 -1.4428 -0.05 0.01 0.12
O 0.7641 2.3350 -0.2117 0.04 0.16 -0.06
H 1.5692 2.8374 -2.0450 0.02 -0.02 0.00
C 5.2188 0.0809 2.1687 0.01 0.01 -0.06
N 5.2003 -0.0058 0.7066 0.02 -0.04 0.05
C 6.2573 0.3014 -0.1104 -0.02 0.01 0.00
C 5.8542 0.0856 -1.3874 -0.01 -0.01 0.01
N 4.5507 -0.3379 -1.3321 -0.02 -0.01 -0.04
C 3.7445 -0.7448 -2.4806 0.02 0.02 0.03
C 4.1532 -0.3878 -0.0469 0.01 -0.06 -0.14
Se 2.4871 -0.9271 0.6019 0.05 0.12 0.24
H 6.2544 0.1455 2.4882 -0.01 0.00 0.01
H 4.7611 -0.8120 2.5854 0.00 0.01 0.01
H 4.6787 0.9665 2.4952 0.00 0.00 0.01
H 7.2002 0.6446 0.2774 0.01 0.00 0.01
H 6.3857 0.1930 -2.3164 0.00 0.00 -0.01
H 4.3275 -0.5783 -3.3812 -0.01 0.01 -0.01
H 2.8275 -0.1620 -2.5186 -0.01 0.00 0.00
H 3.4967 -1.8005 -2.3973 0.01 -0.01 -0.01
```
Positions in Å, forces in eV/Å.

Question: Look up the charge of the second one.
Answer: +2

Question: What is the formula in the first record?
Answer: C26H39N3O2Pd

Question: largest force on an atom of number 2 (C26H39N4O3PSe2TeZr)?
Answer: 1.01 eV/Å